Record 1
The following is a DFT calculation (wB97M-V/def2-TZVPD) of a molecular structure, C15H12Co2NO6.

Last column: Mulliken charge in e.
Geometry (Å):
C (-1.06, -1.51, -4.91)  -1.30
C (-1.14, -1.18, -3.48)  0.31
C (-0.36, -1.54, -2.43)  -1.36
C (-0.75, -0.76, -1.19)  1.21
C (-2.09, -0.20, -1.67)  -0.37
C (-3.12, 0.45, -0.85)  -1.09
N (-2.18, -0.39, -2.97)  -0.03
H (-0.13, -2.07, -5.09)  0.31
H (-1.91, -2.14, -5.23)  0.28
H (-1.03, -0.61, -5.54)  0.33
H (0.50, -2.19, -2.50)  0.39
H (-0.90, -1.40, -0.31)  0.63
H (-2.83, 0.42, 0.20)  0.11
H (-3.28, 1.50, -1.14)  0.28
H (-4.08, -0.09, -0.96)  0.40
H (-2.93, -0.03, -3.56)  0.29
O (4.34, -1.99, 1.96)  -0.42
C (3.54, -1.27, 2.37)  0.37
Co (2.40, -0.09, 2.98)  0.12
C (1.23, -1.14, 3.81)  -0.03
O (0.52, -1.82, 4.42)  -0.38
C (3.65, 0.38, 4.14)  0.22
O (4.48, 0.69, 4.88)  -0.41
C (1.93, 0.42, 1.09)  -1.31
C (0.75, 0.49, 0.44)  0.75
C (0.20, 0.36, -0.91)  -0.56
Co (0.66, 1.39, 1.99)  0.00
C (-0.81, 0.57, 2.47)  0.00
O (-1.81, 0.08, 2.76)  -0.40
C (0.10, 3.05, 1.67)  -0.02
O (-0.27, 4.14, 1.52)  -0.39
C (1.33, 1.83, 3.64)  0.31
O (1.39, 2.48, 4.61)  -0.47
H (2.90, 0.54, 0.57)  0.49
H (-0.31, 1.32, -1.15)  0.38
H (1.05, 0.32, -1.62)  0.38

Summary:
* LUMO level: 2.16 eV
* HOMO: -1.293 eV
* energy relative to the best compared isomer or geometry (same formula, charge and spin): 76.33 kcal per mole
* molar mass: 420.1 g/mol
* charge: -1

Record 2
The following is a DFT calculation (wB97M-V/def2-TZVPD) of a molecular structure, C29H52ClN2O16S3.

Last column: Mulliken charge in e.
Geometry (Å):
O (5.10, 1.94, -1.43)  -0.43
S (5.98, 2.99, -1.81)  0.99
O (7.29, 2.59, -2.20)  -0.59
Cl (6.06, 4.28, -0.21)  -0.22
C (5.17, 3.94, -3.13)  -0.81
C (3.92, 4.62, -2.56)  -0.26
C (2.95, 5.13, -3.67)  -1.10
C (1.53, 4.62, -3.34)  -0.30
S (0.79, 5.56, -2.01)  1.33
O (-0.01, 6.56, -2.68)  -0.80
O (1.84, 6.21, -1.26)  -0.68
N (-0.22, 4.66, -1.10)  -0.64
S (0.50, 3.46, -0.30)  1.20
O (-0.33, 3.07, 0.81)  -0.65
O (1.85, 3.72, 0.10)  -0.64
C (0.54, 1.99, -1.34)  0.17
C (-0.29, 1.77, -2.42)  0.04
C (-0.26, 0.62, -3.17)  -0.53
N (0.62, -0.35, -2.92)  -0.75
C (1.44, -0.09, -1.91)  -0.82
C (1.45, 1.00, -1.09)  -0.22
H (4.98, 3.27, -3.96)  0.45
H (5.91, 4.69, -3.42)  0.35
H (3.41, 3.89, -1.94)  0.24
H (4.19, 5.45, -1.90)  0.55
H (3.23, 4.60, -4.59)  0.26
H (2.96, 6.21, -3.77)  0.33
H (0.90, 4.76, -4.22)  0.36
H (1.62, 3.55, -3.15)  0.17
H (-1.02, 2.54, -2.68)  0.46
H (-0.95, 0.51, -4.00)  0.41
H (2.19, -0.85, -1.71)  0.54
H (2.17, 1.09, -0.28)  0.57
O (-0.41, 2.08, -6.36)  -0.52
C (0.21, 2.73, -7.15)  0.74
O (0.70, 3.91, -6.75)  -0.28
C (1.57, 4.74, -7.51)  -0.23
C (0.81, 5.61, -8.49)  -1.18
C (0.38, 2.30, -8.59)  -1.08
H (2.34, 4.14, -8.00)  0.40
H (2.08, 5.38, -6.79)  0.23
H (0.26, 5.01, -9.22)  0.30
H (1.49, 6.27, -9.03)  0.38
H (0.07, 6.21, -7.96)  0.33
H (-0.53, 2.55, -9.14)  0.27
H (0.53, 1.22, -8.61)  0.31
H (1.24, 2.74, -9.09)  0.36
O (1.76, -1.61, 0.50)  -0.54
C (1.30, -2.68, 0.79)  0.53
O (2.05, -3.80, 0.65)  -0.39
C (1.60, -5.05, 1.16)  -0.43
C (0.66, -5.78, 0.22)  -0.85
C (-0.13, -2.80, 1.26)  -0.21
H (1.17, -4.92, 2.15)  0.32
H (2.50, -5.65, 1.29)  0.34
H (-0.26, -5.21, 0.04)  0.25
H (0.38, -6.74, 0.65)  0.25
H (1.12, -5.94, -0.75)  0.35
H (-0.78, -2.78, 0.39)  0.31
H (-0.35, -1.94, 1.89)  0.12
H (-0.34, -3.69, 1.85)  -0.06
O (-1.68, -4.05, 3.61)  -0.65
C (-2.45, -3.18, 3.94)  1.11
O (-3.37, -2.77, 3.06)  -0.29
C (-4.43, -1.86, 3.38)  -0.57
C (-3.96, -0.42, 3.28)  -0.45
C (-2.32, -2.49, 5.28)  -1.28
H (-4.87, -2.09, 4.35)  0.38
H (-5.20, -2.04, 2.63)  0.33
H (-3.17, -0.20, 4.00)  -0.22
H (-4.79, 0.26, 3.47)  0.41
H (-3.56, -0.22, 2.29)  0.32
H (-1.53, -1.75, 5.20)  0.09
H (-2.04, -3.23, 6.03)  0.40
H (-3.23, -2.02, 5.62)  0.44
O (-2.58, -6.34, 1.24)  -0.51
C (-2.68, -7.15, 2.11)  0.68
O (-2.25, -8.42, 1.92)  -0.38
C (-2.20, -9.39, 2.96)  -0.39
C (-3.54, -10.06, 3.18)  -0.98
C (-3.36, -6.76, 3.40)  -0.07
H (-1.79, -8.95, 3.88)  0.35
H (-1.47, -10.13, 2.63)  0.34
H (-4.30, -9.35, 3.50)  0.28
H (-3.46, -10.84, 3.95)  0.35
H (-3.89, -10.52, 2.25)  0.30
H (-4.44, -6.79, 3.27)  0.28
H (-3.04, -5.74, 3.61)  -0.58
H (-3.09, -7.36, 4.27)  0.34
O (-2.11, 0.57, 5.92)  -0.55
C (-1.32, 1.44, 5.66)  0.65
O (-1.11, 2.42, 6.55)  -0.40
C (-0.09, 3.41, 6.40)  -0.40
C (-0.53, 4.55, 5.50)  -0.86
C (-0.63, 1.48, 4.32)  -0.67
H (0.84, 2.95, 6.05)  0.38
H (0.10, 3.79, 7.40)  0.29
H (-0.76, 4.21, 4.49)  0.20
H (0.24, 5.32, 5.44)  0.35
H (-1.45, 5.00, 5.89)  0.30
H (-1.31, 1.92, 3.58)  0.26
H (-0.39, 0.47, 4.02)  0.03
H (0.30, 2.05, 4.31)  0.42

Summary:
* LUMO level: 1.94 eV
* HOMO: -6.178 eV
* molar mass: 816.4 g/mol
* charge: -1

Record 3
The following is a DFT calculation (wB97M-V/def2-TZVPD) of a molecular structure, C19H29IrN7O5S3Sb.

Last column: Mulliken charge in e.
Geometry (Å):
Ir (0.66, 0.10, 0.37)  1.10
S (4.03, -1.60, 2.82)  -0.52
Sb (2.71, 0.12, 3.45)  0.94
S (0.51, -0.13, 2.78)  -0.52
S (3.54, 2.18, 3.30)  -0.45
O (0.64, 6.60, -1.98)  -0.70
C (0.62, 6.35, -0.77)  0.45
O (0.62, 7.08, 0.23)  -0.72
C (0.58, 4.83, -0.44)  0.27
C (0.46, 4.40, 0.88)  -0.99
C (0.43, 3.05, 1.16)  -0.39
N (0.50, 2.13, 0.18)  -0.07
C (0.61, 2.54, -1.11)  0.72
C (0.65, 3.87, -1.44)  -0.74
C (0.66, 1.43, -2.13)  0.09
O (0.75, 1.66, -3.31)  -0.67
O (0.56, 0.20, -1.64)  -1.07
H (0.42, 5.15, 1.65)  0.52
H (0.35, 2.65, 2.16)  0.64
H (0.73, 4.18, -2.47)  0.64
N (-1.36, 0.05, 0.42)  -0.01
C (-2.50, 0.09, 0.56)  0.47
N (-3.80, 0.12, 0.64)  0.17
C (-4.49, 1.41, 0.87)  -0.52
C (-5.84, 1.34, 0.19)  -0.61
O (-6.57, 0.21, 0.63)  -0.37
C (-5.91, -1.00, 0.32)  -0.75
C (-4.56, -1.07, 1.02)  -0.17
H (-3.88, 2.21, 0.47)  0.40
H (-4.62, 1.55, 1.95)  0.29
H (-5.71, 1.29, -0.90)  0.33
H (-6.43, 2.22, 0.44)  0.37
H (-5.77, -1.08, -0.77)  0.35
H (-6.55, -1.82, 0.65)  0.38
H (-4.01, -1.96, 0.71)  0.20
H (-4.70, -1.09, 2.10)  0.27
C (5.76, 1.70, 0.41)  -0.93
N (5.06, 0.52, -0.12)  0.09
C (5.85, -0.69, -0.36)  -0.93
C (3.78, 0.41, 0.06)  0.43
N (2.64, 0.31, 0.20)  -0.17
H (6.20, 1.47, 1.38)  0.33
H (5.05, 2.51, 0.53)  0.32
H (6.53, 2.00, -0.30)  0.32
H (6.20, -1.11, 0.59)  0.31
H (6.70, -0.44, -0.98)  0.33
H (5.23, -1.43, -0.88)  0.32
C (-0.18, -4.13, -2.42)  -1.80
C (-0.17, -3.70, -0.96)  1.42
C (-1.56, -3.18, -0.57)  -1.57
C (0.23, -4.87, -0.06)  -1.72
N (0.87, -2.66, -0.88)  -0.48
N (0.94, -1.99, 0.40)  -0.34
H (-0.85, -4.98, -2.56)  0.41
H (0.82, -4.43, -2.73)  0.44
H (-0.52, -3.32, -3.06)  0.40
H (-2.32, -3.92, -0.84)  0.56
H (-1.78, -2.26, -1.11)  0.31
H (-1.65, -3.00, 0.50)  0.42
H (-0.49, -5.69, -0.17)  0.42
H (0.25, -4.60, 1.00)  0.32
H (1.22, -5.24, -0.34)  0.42
H (0.72, -1.94, -1.57)  0.35
H (1.87, -2.16, 0.77)  0.25
H (0.30, -2.41, 1.07)  0.43

Summary:
* LUMO level: -2.86 eV
* HOMO: -7.515 eV
* energy relative to the best compared isomer or geometry (same formula, charge and spin): 0.00 kcal per mole
* molar mass: 845.7 g/mol
* charge: 0

Record 4
The following is a DFT calculation (wB97M-V/def2-TZVPD) of a single C2H4BrN molecule.

Last column: Mulliken charge in e.
Geometry (Å):
H (2.60, 1.13, -0.54)  0.24
N (1.88, 0.41, -0.30)  -0.56
C (0.45, 0.86, -0.08)  0.38
C (-0.64, -0.14, 0.17)  -0.80
Br (0.00, 2.62, -0.11)  -0.08
H (-0.87, -0.18, 1.25)  0.27
H (-0.19, -1.06, -0.18)  0.25
H (-1.59, 0.18, -0.41)  0.32

Summary:
* LUMO level (spin up / spin down): 0.20 / 0.20 eV
* HOMO (spin up / spin down): -9.613 / -9.614 eV
* SMILES: [H]/N=C(/C)Br
* energy relative to the best compared isomer or geometry (same formula, charge and spin): 38.85 kcal per mole
* molar mass: 122.0 g/mol
* charge: 0

Record 5
The following is a DFT calculation (wB97M-V/def2-TZVPD) of a molecular structure, C4H8N2.

Last column: Mulliken charge in e.
Geometry (Å):
C (0.46, -1.61, 0.24)  -0.87
N (0.36, -0.07, 1.35)  -0.21
N (-0.86, 0.38, 1.60)  -0.34
C (0.88, 0.36, 0.11)  0.31
C (-0.42, 1.27, -1.86)  -0.57
C (0.24, 1.22, -0.72)  -0.56
H (-1.09, 0.50, 2.58)  0.22
H (-1.34, 0.94, 0.89)  0.22
H (1.96, 0.25, 0.07)  0.35
H (0.56, -1.72, -0.84)  0.32
H (-0.53, -1.97, 0.51)  0.32
H (1.25, -2.14, 0.77)  0.34
H (-0.93, 2.18, -2.19)  0.26
H (-0.52, 0.41, -2.52)  0.22

Summary:
* LUMO level: 0.96 eV
* HOMO: -7.411 eV
* energy relative to the best compared isomer or geometry (same formula, charge and spin): 131.71 kcal per mole
* molar mass: 84.1 g/mol
* charge: 0

Record 6
The following is a DFT calculation (wB97M-V/def2-TZVPD) of 2 unconnected molecules or ions with the total composition C6H16N2.

Last column: Mulliken charge in e.
Geometry (Å):
H (-0.11, 0.20, 2.02)  0.27
N (-0.77, -0.45, 1.59)  -0.75
C (-0.50, -0.71, 0.36)  0.70
C (-1.45, -1.60, -0.41)  -1.51
C (1.06, -0.66, -0.21)  0.74
C (1.97, 0.23, 0.63)  -1.56
C (1.65, -2.06, -0.32)  -1.48
H (-2.45, -1.15, -0.42)  0.37
H (-1.54, -2.56, 0.10)  0.37
H (-1.10, -1.77, -1.42)  0.33
H (1.02, -0.24, -1.23)  0.37
H (2.09, -0.17, 1.64)  0.39
H (2.95, 0.35, 0.15)  0.41
H (1.55, 1.24, 0.73)  0.29
H (2.66, -2.02, -0.75)  0.42
H (1.70, -2.53, 0.67)  0.34
H (1.07, -2.71, -0.98)  0.36
C (-1.45, 2.86, -0.03)  -0.83
N (-1.23, 1.73, -0.93)  -0.53
H (-1.87, 3.71, -0.59)  0.30
H (-0.51, 3.16, 0.42)  0.28
H (-2.16, 2.60, 0.76)  0.27
H (-2.13, 1.36, -1.23)  0.26
H (-0.43, 1.20, -0.57)  0.20

Summary:
* LUMO level: 0.98 eV
* HOMO: -8.697 eV
* SMILES: [H]/N=C(/C)C(C)C.CN
* energy relative to the best compared isomer or geometry (same formula, charge and spin): 36.14 kcal per mole
* molar mass: 116.2 g/mol
* charge: 0

Record 7
The following is a DFT calculation (wB97M-V/def2-TZVPD) of 2 unconnected molecules or ions with the total composition C4H11NS.

Last column: Mulliken charge in e.
Geometry (Å):
C (-1.27, -0.14, 1.07)  -1.27
C (-0.64, -2.03, -0.43)  -1.36
C (1.31, 2.46, -0.46)  -0.92
C (-0.36, -0.49, -0.14)  0.37
N (2.23, -1.13, -0.20)  -0.52
S (1.30, -0.21, 0.53)  0.12
H (-2.12, 0.51, 0.74)  0.26
H (-1.49, -1.14, 1.46)  0.41
H (-0.76, 0.31, 2.02)  0.35
H (-0.25, -2.85, 0.34)  0.28
H (-0.20, -2.23, -1.43)  0.38
H (-1.84, -2.15, -0.46)  0.38
H (0.19, 2.79, -0.53)  0.23
H (1.69, 1.89, -1.24)  0.39
H (2.04, 3.17, 0.08)  0.25
H (-0.59, 0.13, -1.01)  0.40
H (3.24, -1.00, -0.16)  0.25

Summary:
* LUMO level (spin up / spin down): 0.22 / 0.37 eV
* HOMO (spin up / spin down): -8.212 / -7.489 eV
* energy relative to the best compared isomer or geometry (same formula, charge and spin): 112.71 kcal per mole
* molar mass: 105.2 g/mol
* charge: 0

| no. | F_max (eV/Å) |
| --- | --- |
| 1 | 5.11 |
| 2 | 2.42 |
| 3 | 1.68 |
| 4 | 9.15 |
| 5 | 2.15 |
| 6 | 3.64 |
| 7 | 3.64 |